Entry 1:
69
Properties=species:S:1:pos:R:3:nbo_charge:R:1 method="wB97M-V/def2-TZVPD" homo_lumo_gap_ev=6.27 total_charge=-2 lumo_ha=0.143 e_homo_ev=-2.38 spin_multiplicity=1
Sn 0.37 0.31 -1.18 1.221
Cl -4.27 -0.73 -3.19 -0.025
C -4.12 0.26 -1.76 -0.173
C -5.30 0.69 -1.13 -0.214
C -5.25 1.49 -0.03 -0.097
Cl -6.75 1.97 0.73 -0.059
C -4.02 1.93 0.48 -0.035
C -3.86 2.77 1.61 -0.181
C -2.62 3.15 2.01 -0.256
C -1.50 2.71 1.28 0.051
N -1.62 1.93 0.23 -0.405
C -2.83 1.51 -0.17 0.074
C -2.84 0.60 -1.30 0.439
O -1.76 0.16 -1.85 -0.855
H -6.25 0.36 -1.53 0.225
H -4.75 3.10 2.14 0.214
H -2.48 3.79 2.87 0.208
H -0.48 2.99 1.55 0.234
S 1.67 -2.54 -4.77 -0.223
C 1.23 -1.52 -3.54 -0.505
S 1.04 0.19 -3.76 -0.352
S 0.87 -2.12 -1.94 -0.368
C 2.28 0.99 4.34 -0.648
C 1.85 -0.09 3.41 0.169
C 1.69 -1.45 3.57 -0.377
C 1.29 -1.93 2.30 0.134
N 1.21 -0.93 1.44 -0.285
N 1.54 0.17 2.13 -0.345
C 0.96 -3.32 1.87 -0.634
H 2.43 0.58 5.34 0.201
H 1.53 1.78 4.40 0.223
H 3.21 1.45 4.00 0.253
H 1.84 -2.02 4.48 0.201
H 1.61 1.08 1.67 0.460
H 1.80 -4.01 2.05 0.204
H 0.74 -3.33 0.80 0.241
H 0.09 -3.71 2.41 0.201
N -2.18 -1.35 1.32 -0.309
C -2.32 -2.27 0.65 0.296
C -2.48 -3.42 -0.20 -0.192
C -2.37 -3.25 -1.58 -0.123
C -2.49 -4.36 -2.40 -0.193
C -2.71 -5.62 -1.85 -0.201
C -2.82 -5.78 -0.48 -0.236
C -2.70 -4.68 0.36 -0.161
H -2.19 -2.27 -1.99 0.268
H -2.37 -4.24 -3.47 0.225
H -2.78 -6.48 -2.50 0.203
H -2.99 -6.76 -0.05 0.203
H -2.77 -4.78 1.43 0.214
C 2.29 4.88 -2.55 -0.616
C 2.20 3.74 -1.56 -0.072
O 3.22 3.93 -0.57 -0.843
P 3.25 2.89 0.67 2.047
O 1.91 2.80 1.31 -1.186
Te 5.12 3.47 2.01 -0.701
O 3.45 1.47 -0.07 -0.854
C 4.70 1.00 -0.58 -0.058
C 4.41 -0.20 -1.44 -0.631
H 1.53 4.76 -3.33 0.206
H 3.27 4.90 -3.03 0.204
H 2.12 5.83 -2.05 0.201
H 2.36 2.78 -2.06 0.191
H 1.23 3.71 -1.07 0.192
H 5.35 0.76 0.26 0.188
H 5.19 1.80 -1.15 0.172
H 3.90 -0.97 -0.86 0.227
H 5.34 -0.63 -1.83 0.197
H 3.78 0.06 -2.29 0.228

=====

Entry 2:
66
Properties=species:S:1:pos:R:3:lowdin_spin:R:1 method="wB97M-V/def2-TZVPD" homo_lumo_gap_ev="6.82 / 6.79" s2=0.754 total_charge=+1 lumo_ha="-0.128 / -0.128" e_homo_ev="-10.32 / -10.28" spin_multiplicity=2
Ir 0.07 -0.39 0.75 0.825
C 1.66 -2.34 2.73 0.000
O 1.14 -2.19 1.40 0.004
C 0.93 -3.44 0.73 0.001
C 0.48 -3.18 -0.68 0.003
O -0.66 -2.34 -0.68 0.062
C -1.92 -2.98 -0.81 0.004
C -2.26 -3.86 0.37 0.000
O -2.12 -3.17 1.59 0.001
C -3.35 -2.69 2.11 0.000
H 2.59 -2.90 2.68 0.000
H 0.93 -2.85 3.36 0.000
H 1.84 -1.34 3.12 0.000
H 0.18 -4.00 1.30 0.000
H 1.87 -4.00 0.73 0.000
H 0.26 -4.14 -1.17 0.001
H 1.27 -2.67 -1.24 0.000
H -1.94 -3.58 -1.73 0.001
H -2.65 -2.17 -0.92 0.000
H -1.59 -4.73 0.41 0.000
H -3.28 -4.24 0.23 0.000
H -4.06 -3.50 2.27 0.000
H -3.80 -1.94 1.45 0.000
H -3.13 -2.22 3.07 0.000
S -1.05 -0.29 2.78 -0.011
C 0.12 0.90 3.26 0.002
N 1.06 1.24 2.41 0.091
C 1.88 2.22 2.94 0.011
C 2.97 2.81 2.30 0.000
C 3.69 3.78 2.97 0.000
C 3.34 4.17 4.27 0.000
C 2.27 3.59 4.92 0.001
C 1.55 2.61 4.24 0.004
S 0.15 1.72 4.79 -0.001
H 3.23 2.51 1.29 0.000
H 4.53 4.26 2.48 0.000
H 3.92 4.93 4.77 0.000
H 2.01 3.88 5.92 0.000
Te -1.02 1.58 -0.19 -0.002
C -2.86 0.91 -0.96 -0.001
C -3.07 0.59 -2.30 0.001
C -4.34 0.20 -2.69 0.000
C -5.38 0.14 -1.77 0.002
C -5.15 0.47 -0.44 0.000
C -3.89 0.86 -0.03 0.002
H -2.27 0.64 -3.02 0.000
H -4.52 -0.05 -3.73 0.000
H -6.37 -0.16 -2.09 0.000
H -5.96 0.42 0.28 0.000
H -3.71 1.10 1.01 0.000
O -0.77 2.10 -4.20 0.000
S 0.14 2.46 -3.16 0.000
O 0.02 3.73 -2.51 0.000
N 0.08 1.27 -1.94 -0.003
C 1.27 0.63 -1.78 0.000
O 1.52 -0.17 -0.87 0.003
C 2.26 1.05 -2.79 0.000
C 3.54 0.55 -2.96 0.000
C 4.32 1.09 -3.97 0.000
C 3.83 2.10 -4.79 0.000
C 2.54 2.61 -4.62 0.000
C 1.79 2.06 -3.61 0.000
H 3.91 -0.24 -2.32 0.000
H 5.32 0.72 -4.13 0.000
H 4.46 2.51 -5.57 0.000
H 2.15 3.39 -5.26 0.000

=====

Entry 3:
63
Properties=species:S:1:pos:R:3:lowdin_spin:R:1 method="wB97M-V/def2-TZVPD" homo_lumo_gap_ev="6.94 / 7.10" s2=0.755 total_charge=+2 lumo_ha="-0.264 / -0.263" e_homo_ev="-14.13 / -14.26" spin_multiplicity=2
Ir 0.64 -0.07 0.12 0.798
S 0.88 2.02 -0.97 0.068
C -0.71 1.77 -1.58 0.000
S -1.15 0.05 -1.25 0.003
C -1.54 2.65 -2.19 0.019
C -2.86 2.23 -2.52 0.002
N -3.94 1.85 -2.67 0.009
C -1.14 4.00 -2.40 0.002
N -0.82 5.10 -2.54 0.007
N 2.59 -0.13 0.96 0.001
C 3.38 -1.28 0.50 0.005
C 4.76 -1.22 0.52 0.000
C 5.49 -2.33 0.09 0.000
C 4.83 -3.47 -0.34 0.001
C 3.45 -3.52 -0.35 0.000
C 2.71 -2.41 0.07 0.005
P 0.91 -2.34 0.15 0.016
C 0.43 -3.35 1.57 0.006
C 0.51 -4.74 1.55 0.000
C 0.21 -5.46 2.70 0.000
C -0.17 -4.80 3.86 0.000
C -0.26 -3.42 3.88 0.000
C 0.04 -2.69 2.74 0.006
C 0.23 -3.10 -1.33 0.002
C 0.81 -2.82 -2.56 0.002
C 0.22 -3.28 -3.73 0.000
C -0.95 -4.01 -3.67 0.001
C -1.54 -4.29 -2.45 0.000
C -0.95 -3.84 -1.27 0.000
H 3.08 0.72 0.68 0.000
H 2.62 -0.12 1.98 0.002
H 5.27 -0.33 0.86 0.000
H 6.57 -2.29 0.09 0.000
H 5.41 -4.33 -0.67 0.000
H 2.94 -4.41 -0.69 0.000
H 0.81 -5.26 0.65 0.000
H 0.28 -6.54 2.68 0.000
H -0.40 -5.37 4.75 0.000
H -0.55 -2.91 4.79 0.000
H -0.03 -1.61 2.75 0.006
H 1.73 -2.25 -2.61 0.000
H 0.69 -3.07 -4.69 0.000
H -1.41 -4.37 -4.58 0.000
H -2.45 -4.88 -2.40 0.000
H -1.39 -4.10 -0.32 0.000
C -0.62 1.19 4.15 0.000
C -0.91 1.72 2.77 0.005
N -0.90 3.04 2.62 0.005
O -1.14 0.96 1.81 0.033
H -1.07 1.81 4.92 0.000
H 0.46 1.19 4.31 0.000
H -0.99 0.17 4.23 0.000
H -0.75 3.66 3.40 0.000
H -1.04 3.44 1.71 0.001
C -2.92 -1.45 1.12 0.000
Te -3.30 0.25 -0.09 -0.008
C -4.48 -0.85 -1.46 0.000
H -2.43 -2.20 0.50 0.000
H -3.89 -1.81 1.46 0.000
H -2.28 -1.13 1.94 0.000
H -5.18 -1.41 -0.85 0.000
H -3.83 -1.53 -2.02 0.000
H -4.97 -0.15 -2.12 0.000

=====

Entry 4:
60
Properties=species:S:1:pos:R:3:nbo_charge:R:1 method="wB97M-V/def2-TZVPD" homo_lumo_gap_ev=6.24 total_charge=+3 lumo_ha=-0.412 e_homo_ev=-17.45 spin_multiplicity=1
Mo 0.59 0.70 0.09 1.803
O 1.47 0.66 1.62 -0.474
C 1.44 1.18 2.91 0.291
C 2.60 1.48 3.58 -0.214
C 2.47 2.05 4.84 -0.149
C 1.21 2.32 5.36 -0.140
C 0.06 2.00 4.65 -0.154
C 0.17 1.42 3.40 -0.111
C -1.05 0.93 2.64 -0.163
N -0.99 0.99 1.14 -0.474
C -2.22 1.60 0.60 -0.247
C -2.17 1.50 -0.90 -0.241
N -0.76 1.58 -1.29 -0.525
C -0.48 2.29 -2.36 0.275
C 0.80 2.59 -2.89 -0.238
C 0.94 3.34 -4.06 -0.079
C 2.20 3.64 -4.53 -0.190
C 3.33 3.20 -3.82 -0.072
C 3.21 2.46 -2.65 -0.259
C 1.95 2.17 -2.21 0.393
O 1.74 1.43 -1.08 -0.552
H 3.56 1.27 3.14 0.259
H 3.36 2.30 5.40 0.263
H 1.12 2.78 6.34 0.262
H -0.92 2.20 5.08 0.247
H -1.91 1.54 2.95 0.280
H -2.26 2.64 0.92 0.241
H -3.09 1.09 1.01 0.242
H -2.76 2.29 -1.36 0.249
H -2.57 0.55 -1.25 0.216
H -1.33 2.71 -2.89 0.231
H 0.06 3.68 -4.59 0.250
H 2.32 4.21 -5.44 0.268
H 4.31 3.44 -4.19 0.264
H 4.08 2.13 -2.10 0.262
N -1.57 -1.57 3.25 -0.266
C -1.35 -0.47 3.01 0.264
C -2.48 -4.64 -0.26 -0.423
N -2.52 -3.19 0.13 -0.333
C -3.21 -2.39 -0.93 -0.417
C -1.22 -2.57 0.60 -0.234
C -0.05 -2.50 -0.36 -0.096
C 0.46 -3.70 -0.85 -0.127
C 1.64 -3.79 -1.58 -0.140
C 2.39 -2.64 -1.78 -0.158
C 1.94 -1.43 -1.27 -0.212
C 0.71 -1.33 -0.58 -0.221
H -3.50 -5.00 -0.32 0.254
H -1.94 -5.20 0.50 0.245
H -2.01 -4.74 -1.23 0.236
H -3.11 -3.16 0.97 0.444
H -2.54 -2.32 -1.78 0.235
H -3.44 -1.42 -0.52 0.211
H -4.12 -2.90 -1.22 0.259
H -0.93 -3.15 1.48 0.266
H -1.48 -1.58 0.95 0.224
H -0.04 -4.63 -0.61 0.220
H 1.98 -4.74 -1.95 0.261
H 3.34 -2.68 -2.30 0.258
H 2.59 -0.59 -1.41 0.237

=====

| no. | strongest force on any atom (eV Å⁻¹) |
| --- | --- |
| 1 | 0.33 |
| 2 | 0.87 |
| 3 | 0.85 |
| 4 | 1.90 |